1.
{"formula": "C6H24NO6", "method": "wB97M-V/def2-TZVPD", "elements": ["C", "C", "C", "C", "C", "C", "N", "H", "H", "H", "H", "H", "H", "H", "H", "H", "H", "H", "H", "H", "H", "O", "H", "H", "O", "H", "H", "O", "H", "H", "O", "H", "H", "O", "H", "H", "O"], "xyz": [[0.060, 0.816, 0.171], [-1.217, 0.126, 0.517], [-2.024, 0.614, 1.728], [-2.408, -0.113, 2.779], [-2.117, 3.012, 1.252], [-2.725, 1.862, 1.519], [1.238, 0.095, 0.874], [-0.055, 1.861, 0.359], [0.245, 0.812, -0.928], [-1.304, -0.922, 0.417], [-1.979, 0.161, -0.336], [-2.234, -1.169, 2.839], [-3.093, 0.341, 3.575], [-1.073, 3.200, 1.362], [-2.678, 3.979, 1.228], [-3.911, 1.752, 1.557], [1.125, -0.884, 1.230], [1.615, 0.568, 1.605], [2.056, -0.058, 0.135], [-0.533, -1.052, -4.104], [-1.380, 0.163, -4.355], [-0.811, -0.159, -3.700], [2.444, -1.356, -3.234], [1.479, -2.488, -3.975], [1.550, -1.775, -3.386], [0.361, -1.623, 3.715], [1.606, -1.178, 4.400], [1.324, -1.658, 3.652], [0.096, -4.424, 1.892], [1.204, -3.792, 1.120], [0.278, -3.768, 1.284], [1.930, 1.155, -4.102], [0.592, 0.838, -3.615], [1.516, 0.715, -3.428], [2.575, 1.008, -1.973], [3.577, 1.839, -0.952], [2.670, 1.502, -1.123]], "forces_ev_per_a": [[-0.2, -1.7, -1.3], [-3.3, 0.1, -0.9], [-0.1, -1.2, 0.0], [-0.8, 0.6, 0.7], [-1.7, 1.8, 0.9], [-2.1, 1.2, -0.3], [0.9, -2.7, -4.6], [0.8, 0.5, 0.9], [0.1, -0.6, 0.9], [1.4, -1.8, 0.8], [1.0, 1.3, 0.6], [0.5, -0.4, 0.3], [1.0, -0.7, -1.3], [0.7, -0.3, -0.2], [0.3, -1.1, -0.4], [2.7, 0.6, -0.1], [-1.0, 0.9, -0.2], [1.4, 2.1, 2.8], [-1.8, 1.2, 1.6], [-0.2, 2.0, 1.3], [-1.7, 1.0, -1.5], [1.0, -2.9, 0.1], [-1.7, -1.3, -1.1], [1.0, -1.5, -1.1], [0.5, 1.8, 2.1], [0.0, -0.2, -0.1], [0.7, 0.8, 1.5], [-0.8, -0.5, -1.6], [-0.5, -2.2, 2.0], [1.1, -0.2, -0.1], [-0.5, 2.6, -1.9], [1.9, 1.8, -2.6], [-1.1, -0.6, 0.2], [0.3, -0.5, 2.5], [0.2, 0.9, 0.3], [-0.9, -0.5, -0.7], [0.7, -0.3, 0.6]], "lowdin_charge": [-0.107, -0.155, -0.349, 0.055, 0.014, -0.173, 0.202, 0.093, 0.122, 0.102, 0.159, 0.055, 0.106, 0.045, 0.082, 0.167, 0.147, 0.097, 0.188, 0.104, 0.027, -0.048, 0.076, 0.016, -0.069, 0.038, 0.022, -0.035, 0.001, 0.025, -0.010, 0.026, 0.009, -0.041, 0.022, 0.077, -0.088], "e_homo_ev": -12.1, "spin_multiplicity": 1, "molar_mass_g_mol": 206.26, "charge": 1, "lumo_ev": -2.68, "fmax_ev_per_a": 5.37, "e_above_lowest_kj_mol": 211.2, "homo_lumo_gap_ev": 9.38}

2.
{"formula": "C12H33InN3O3", "method": "wB97M-V/def2-TZVPD", "elements": ["In", "C", "C", "C", "O", "C", "N", "H", "H", "H", "H", "H", "H", "H", "H", "H", "H", "H", "C", "C", "C", "O", "C", "N", "H", "H", "H", "H", "H", "H", "H", "H", "H", "H", "H", "C", "C", "C", "O", "C", "N", "H", "H", "H", "H", "H", "H", "H", "H", "H", "H", "H"], "xyz": [[1.426, -0.148, 0.695], [3.760, 0.185, -3.817], [3.039, 0.432, -2.479], [2.031, 1.575, -2.606], [1.466, 1.899, -1.342], [1.156, 3.303, -1.285], [2.366, -0.780, -2.026], [4.415, -0.682, -3.771], [4.343, 1.058, -4.113], [3.036, 0.012, -4.621], [3.826, 0.698, -1.766], [1.179, 1.172, -3.178], [2.470, 2.405, -3.155], [0.763, 3.561, -0.306], [0.470, 3.576, -2.088], [2.061, 3.906, -1.398], [1.770, -1.052, -2.814], [3.014, -1.569, -1.953], [-2.659, -0.462, -2.611], [-1.620, 0.185, -1.681], [-2.216, 0.682, -0.379], [-1.144, 1.174, 0.400], [-1.586, 1.951, 1.504], [-0.597, -0.834, -1.358], [-2.171, -0.710, -3.553], [-3.433, 0.253, -2.905], [-3.148, -1.286, -2.090], [-1.125, 0.991, -2.224], [-2.779, -0.088, 0.155], [-2.881, 1.500, -0.679], [-0.739, 2.199, 2.146], [-2.279, 1.424, 2.171], [-2.049, 2.885, 1.181], [-1.098, -1.697, -1.134], [-0.144, -1.139, -2.221], [0.110, -1.338, 5.259], [0.097, -1.297, 3.719], [-1.190, -1.748, 3.086], [-0.976, -1.814, 1.671], [-1.930, -2.708, 1.074], [0.482, 0.060, 3.288], [0.988, -0.820, 5.649], [0.163, -2.359, 5.637], [-0.771, -0.832, 5.659], [0.818, -2.045, 3.371], [-2.024, -1.052, 3.242], [-1.424, -2.749, 3.453], [-1.808, -3.709, 1.498], [-1.692, -2.838, 0.024], [-2.944, -2.338, 1.231], [1.370, 0.288, 3.741], [-0.189, 0.720, 3.696]], "forces_ev_per_a": [[-3.3, 0.3, -1.9], [-0.6, 0.0, -0.5], [1.2, 0.5, 0.1], [-0.5, -1.4, -0.1], [0.3, -0.1, 0.3], [0.5, 0.8, 0.5], [0.6, -0.1, 0.2], [0.1, 0.1, 0.1], [0.1, 0.0, 0.2], [0.0, 0.0, 0.0], [-0.3, 0.0, 0.2], [0.2, 0.2, -0.4], [0.0, 0.3, 0.4], [-0.3, -0.3, 0.0], [-0.2, -0.2, 0.1], [0.1, -0.2, -0.2], [-0.5, -0.1, 0.5], [0.1, 0.2, 0.3], [0.0, 0.8, 0.2], [-0.1, -0.6, -0.2], [0.2, 0.3, -0.9], [0.6, 0.1, 0.7], [-0.1, 0.3, 0.8], [0.2, -0.6, 0.1], [-0.1, -0.6, 0.1], [0.0, 0.1, 0.3], [0.0, -0.3, -0.4], [0.0, 0.2, 0.3], [0.0, 0.0, 0.0], [-0.1, 0.0, 0.4], [0.2, 0.2, -0.4], [-0.2, -0.2, -0.4], [0.0, -0.1, -0.1], [0.1, 0.3, 0.5], [0.4, 0.5, 0.1], [-0.3, 0.5, 0.0], [0.4, -1.0, 0.3], [-0.2, 0.3, -0.6], [0.2, 0.1, -0.1], [0.5, -0.6, 0.1], [1.3, -0.5, -0.4], [0.0, -0.1, 0.0], [-0.2, -0.1, -0.2], [0.0, -0.1, 0.1], [0.4, 0.5, -0.1], [0.0, -0.2, 0.4], [-0.2, 0.1, 0.2], [-0.2, 0.1, 0.2], [-0.2, 0.2, 0.0], [0.0, 0.0, -0.1], [0.0, 0.0, -0.1], [-0.1, 0.3, -0.8]], "lowdin_charge": [1.471, -0.004, -0.406, -0.165, -0.266, -0.025, 0.091, 0.101, 0.112, 0.105, 0.154, 0.145, 0.156, 0.099, 0.121, 0.117, 0.110, 0.124, -0.002, -0.375, -0.164, -0.284, -0.077, 0.086, 0.099, 0.111, 0.098, 0.141, 0.137, 0.160, 0.076, 0.105, 0.118, 0.065, 0.087, 0.008, -0.405, -0.164, -0.264, -0.041, 0.115, 0.098, 0.116, 0.108, 0.149, 0.154, 0.154, 0.118, 0.076, 0.118, 0.109, 0.126], "e_homo_ev": -19.6, "spin_multiplicity": 1, "molar_mass_g_mol": 382.23, "charge": 3, "lumo_ev": -15.21, "fmax_ev_per_a": 3.84, "e_above_lowest_kj_mol": 274.4, "homo_lumo_gap_ev": 4.36}

3.
{"formula": "C3H6", "method": "wB97M-V/def2-TZVPD", "elements": ["C", "C", "C", "H", "H", "H", "H", "H", "H"], "xyz": [[-0.185, 0.348, -0.736], [0.589, 0.372, 0.622], [-0.281, -0.795, 0.234], [0.438, 0.352, -1.631], [-1.169, 0.877, -0.883], [0.230, 1.048, 1.464], [1.585, 0.316, 0.524], [0.195, -1.795, -0.143], [-1.403, -0.723, 0.549]], "forces_ev_per_a": [[-0.3, 1.2, 0.3], [-5.3, 1.3, 0.5], [-1.0, -1.3, -1.3], [-0.2, -0.3, 0.3], [1.5, -0.2, 0.3], [0.5, -1.0, -1.3], [3.4, -0.5, -0.3], [-1.2, 1.8, 1.3], [2.5, -1.0, 0.1]], "lowdin_charge": [-0.206, -0.161, -0.217, 0.082, 0.099, 0.113, 0.037, 0.125, 0.126], "e_homo_ev": -10.1, "spin_multiplicity": 1, "molar_mass_g_mol": 42.08, "lumo_ev": 1.39, "fmax_ev_per_a": 5.48, "e_above_lowest_kj_mol": 93.9, "homo_lumo_gap_ev": 11.51}

4.
{"formula": "C4H10NS2", "method": "wB97M-V/def2-TZVPD", "elements": ["C", "C", "C", "C", "N", "S", "S", "H", "H", "H", "H", "H", "H", "H", "H", "H", "H"], "xyz": [[-0.926, 0.238, 0.378], [-2.247, -0.461, 0.891], [-2.315, 0.293, -1.441], [3.305, -0.624, 0.031], [-1.054, 0.415, -1.091], [-3.555, -0.011, -0.381], [2.084, 0.654, 0.218], [-0.640, 1.145, 0.946], [-0.128, -0.431, 0.598], [-2.293, -1.557, 1.019], [-2.714, -0.072, 1.827], [-2.549, 0.441, -2.507], [4.204, -0.142, -0.069], [3.080, -1.166, -0.793], [3.344, -1.182, 0.982], [-0.359, 0.879, -1.582], [2.761, 1.581, 0.972]], "forces_ev_per_a": [[-0.8, -0.8, 1.3], [-1.3, 1.0, 0.4], [0.8, 0.9, -2.6], [-0.5, 0.6, 3.8], [-3.4, -1.3, 3.3], [1.0, -0.7, 0.5], [-0.2, 1.4, 0.3], [-0.6, -0.1, -0.7], [0.5, -0.5, -0.1], [0.6, 0.5, -0.5], [1.0, 0.0, -0.5], [0.0, 0.1, 0.5], [2.3, 0.9, -0.6], [-0.7, -1.9, -2.3], [0.0, -0.2, -0.8], [1.5, 0.7, -1.5], [-0.3, -0.7, -0.5]], "lowdin_charge": [-0.237, -0.305, -0.418, -0.433, 0.052, 1.082, 0.705, 0.123, 0.038, 0.095, 0.092, 0.124, 0.004, -0.003, 0.055, 0.119, -0.093], "e_homo_ev": -12.4, "spin_multiplicity": 1, "molar_mass_g_mol": 136.27, "charge": 1, "lumo_ev": -4.51, "fmax_ev_per_a": 4.93, "e_above_lowest_kj_mol": 49.3, "homo_lumo_gap_ev": 7.87}